[1]
ORCA calculation (ωB97M-V/def2-TZVPD) on a molecular structure, C5H8FLaO4 in a non-equilibrium geometry.

Structure (ORCA input):
```
! RIJCOSX wB97M-V def2-TZVPD def2/J DEFGRID3
* xyz 1 2
O -1.01155 2.56782 -0.57140
C 1.33573 -1.24327 -1.35838
O 0.94640 -0.04257 -1.92204
C -1.15299 1.91009 0.44141
O -0.83257 2.35953 1.65649
H 2.20425 -1.11827 -0.67694
C -1.19786 1.41657 2.63442
F -2.26803 1.91584 3.32167
H 1.97344 -3.24677 -1.92537
H -0.77640 -0.54917 1.78679
H 2.54195 -1.95146 -3.01462
H 0.84176 -2.48456 -3.07253
C 1.69417 -2.29481 -2.40201
H -0.37014 1.27943 3.33711
H 0.52082 -1.65018 -0.71911
O -1.73766 0.73478 0.49412
C -1.58214 0.19310 1.80954
La 1.39657 2.45601 -1.95547
H -2.52574 -0.25210 2.13632
*
```

HOMO energy (alpha / beta) ... -10.3 / -12.2 eV
Energy relative to the best compared isomer or geometry (same formula, charge and spin) ... 1.079 eV
E_tot ... -627.44477 Ha

[2]
ORCA calculation (ωB97M-V/def2-TZVPD) on 15 unconnected molecules or ions with the total composition CH30NO16 in a non-equilibrium geometry.

Structure (ORCA input):
```
! RIJCOSX wB97M-V def2-TZVPD def2/J DEFGRID3
* xyz -1 1
H -2.08684 0.76824 2.61651
H 1.16637 -0.25324 2.80948
H -0.79119 -0.82347 1.63389
O 2.29435 0.64265 -1.97511
H -3.38997 -1.22550 0.08953
C -0.22851 -0.31461 -0.49933
H 0.51664 3.22994 -2.01976
O -0.94477 4.03529 0.61542
H -0.98725 0.30703 3.44567
O 0.69069 0.00748 3.58851
O 4.22740 -0.00335 0.11893
H -1.90875 -0.74366 -3.39205
H 3.70910 0.14393 -0.57827
H 1.11455 0.84265 3.68360
H -1.28386 -1.85284 0.21434
O -0.37245 2.87160 -2.09780
O 1.49881 1.84074 1.55712
H -0.52728 -4.10201 1.19616
O -1.96475 0.51656 3.47261
H -0.13738 1.41150 -3.36326
O -3.37448 -0.82894 -0.71602
H 1.64735 0.22522 -1.54404
H -0.02096 -0.08002 -2.95024
O -1.17836 -3.72132 1.77887
H 2.45430 1.77767 1.42089
H 1.98035 0.99373 -2.81856
H -3.02419 -1.33932 -1.47756
H -0.85558 4.04577 -0.37794
H -2.21093 2.28245 0.64543
H 1.89854 -1.80131 1.10684
O -2.10773 -1.59084 -2.90918
O -2.65476 1.46711 0.81059
H -1.27176 -1.60890 -2.47514
O 2.43833 -1.19835 1.67275
H 2.97818 -1.79278 2.18528
N -0.72630 -1.05605 0.57339
H 1.08106 -2.60229 -0.98020
H -0.38576 3.32584 0.83040
H -0.41715 2.30040 -1.39282
H 1.01850 1.61388 0.74025
H -1.95956 0.74335 0.52606
O 1.66251 -3.03409 -0.51104
O 0.05858 -0.99811 -1.55729
H 3.39157 -0.41671 0.70983
O 0.17464 0.84291 -0.40729
H 2.22085 -3.42923 -1.20994
H -0.97365 -3.20972 2.55174
O -0.00928 0.46933 -3.79656
*
```

HOMO energy ... -7.4 eV
Energy relative to the best compared isomer or geometry (same formula, charge and spin) ... 0.034 eV
E_tot ... -1314.77952 Ha

[3]
ORCA calculation (ωB97M-V/def2-TZVPD) on a molecular structure, C25H51N6O5W.

Structure (ORCA input):
```
! RIJCOSX wB97M-V def2-TZVPD def2/J DEFGRID3
* xyz 3 3
C -0.57600 0.03269 -3.36997
H 1.88518 1.61664 2.92965
H 0.16292 4.44289 -2.46460
C 2.05315 3.88977 0.17247
H 2.82069 -1.42751 0.93255
O 4.63095 1.74041 -1.52969
C 1.79722 -1.81663 -2.59128
C -1.75607 1.21162 2.86840
O -1.30109 0.02134 0.32892
H 0.15851 -1.88743 3.31418
H -4.60192 0.86711 3.01450
H 1.88504 -1.05881 -3.37158
C 1.79092 -3.88635 2.59340
C -3.79073 -0.70227 -1.16501
C 1.30792 -3.25065 0.24082
H 1.02235 -4.65731 2.61233
H -2.33201 1.72361 -1.67641
H 2.33892 -3.32952 -0.10992
H -0.73297 1.77606 0.01915
H 1.39349 4.74829 0.04053
H -5.59823 0.50162 0.64135
H -2.28845 1.85638 3.56688
H -1.75989 -3.33754 -1.39567
H -1.14190 0.52312 3.45391
H -0.33310 -1.30588 1.69909
O 4.04242 -2.16306 -1.72826
H 2.70952 -4.34248 2.21386
H -0.66989 -2.14152 -3.45933
H -2.12789 3.47364 -1.83898
H -2.97775 -1.40809 -1.21566
N 0.18932 0.99681 -2.51827
H -3.87370 -0.14595 -2.10063
H -4.48651 1.86776 0.88984
C 1.18337 2.69489 0.51689
H -2.05208 2.47470 -3.27166
H -1.59795 0.36398 -3.52792
N 2.50267 -1.66640 1.88493
W 1.00603 0.26339 -0.72873
H 1.02728 -4.29656 0.37893
H -1.12919 1.84988 2.24961
C -4.75715 1.05467 0.22317
H 0.68691 2.90713 1.46433
H 3.87231 2.36906 0.99504
C 2.42478 -0.39446 2.70168
H 0.56623 -3.67458 -1.66268
C 1.34141 -2.71138 1.71631
H 0.17090 3.38861 -3.87210
N -2.73286 0.52319 2.04747
C 0.44907 3.45155 -2.81793
H -1.17020 -4.00548 0.09369
H -1.48131 -1.40715 -2.08966
C 2.96806 -1.68043 -1.63764
H 2.62346 3.77478 -0.74625
N 0.55443 -1.59865 -1.79221
C 3.42189 1.49276 0.53578
C -0.06341 2.50368 -0.44649
C -2.50471 0.20759 0.75390
H 1.99189 -0.63768 3.67043
H -0.71058 -2.93957 2.23178
H 1.53083 3.35381 -2.73676
H -3.58736 -0.40370 3.70801
H -0.60773 3.42521 -0.23469
H 1.80021 -2.79565 -3.06930
H 3.26747 -2.19808 2.30548
C 1.65998 0.84049 2.19154
H 1.04105 1.22189 -3.03170
O 2.57711 -0.94035 -0.55800
H 3.95393 0.62055 0.90329
C -0.60482 -1.35266 -2.70677
H 0.59056 0.66267 2.22067
H 3.46342 -0.12812 2.89288
C -3.91909 0.05165 2.77482
C 3.60999 1.52378 -0.97552
C 0.32849 -2.89200 -0.93828
C -1.79232 2.50619 -2.21328
N -3.59866 0.18665 -0.03085
H 1.95418 -3.56199 3.62447
H -4.71469 -1.26597 -1.02816
C -0.28737 2.38461 -2.02279
O 2.44208 1.28807 -1.62339
H -0.09637 0.00266 -4.34609
H -5.07016 1.47551 -0.73240
H -1.54157 -2.28607 0.02307
N 1.96850 1.37346 0.82844
C 0.04230 -2.15230 2.26175
C -1.12731 -3.11836 -0.53676
H -4.44441 -0.70223 2.19643
H 2.73009 4.14396 0.98668
*
```

HOMO energy (alpha / beta) ... -17.3 / -17.7 eV
Energy relative to the best compared isomer or geometry (same formula, charge and spin) ... 0.153 eV
E_tot ... -1754.07532 Ha

[4]
ORCA calculation (ωB97M-V/def2-TZVPD) on a molecular structure, C36H30CsN11S6.

Structure (ORCA input):
```
! RIJCOSX wB97M-V def2-TZVPD def2/J DEFGRID3
* xyz -2 1
H 4.07602 -5.30716 -2.80518
C 2.41816 2.85665 3.41093
N 2.00134 0.06659 -2.91442
N 0.55270 2.82351 -4.50380
C -2.18388 -2.72535 2.07761
H -1.70327 -1.90192 2.61867
C 4.28215 3.08529 2.09256
C 6.96045 2.47638 -0.51125
C -7.64360 1.64385 -1.70249
C -1.30429 -3.22107 0.98555
C 4.80485 4.05727 2.94773
C -5.62933 1.13193 -1.19966
C 2.17940 -1.83488 4.31070
C 4.08131 4.42133 4.07053
S 0.00172 -0.18211 3.56231
Cs 1.55845 0.17426 0.65504
C -2.10180 0.16235 -0.38610
C -9.96251 1.51731 -2.22408
C -8.75105 -0.54004 -1.77340
N -6.39096 2.16421 -1.45935
H -0.26470 2.30537 -4.79172
C 6.27059 1.59529 -1.32514
H 4.36589 -4.89921 -0.34211
C 3.77992 -4.36602 -2.35621
S -0.00063 -2.13142 5.76730
C 5.02082 2.59932 0.88655
H 5.75906 4.52239 2.74715
H -3.85851 -0.96741 -0.73125
H 1.92651 -1.39904 -4.35997
C 3.94424 -4.14778 -0.99681
H 1.49244 2.31055 3.57454
H -4.10209 3.33283 -0.96138
C 4.96763 1.26667 -0.97598
C 1.37007 2.12462 -3.61006
H -5.93335 -0.96690 -1.08702
H -1.51311 -0.73269 -0.24109
H -10.90105 1.99314 -2.47921
H -0.28613 -3.59918 -1.99349
C 0.42263 -4.17581 -0.00067
C -0.41414 -3.63067 -0.92384
C 2.86701 3.80519 4.31960
C -3.45174 0.03433 -0.67246
C -8.83335 2.29139 -2.02997
H 3.61110 -2.72381 0.59287
C -3.55415 2.41639 -0.79798
H -3.11773 -2.37269 1.64259
H -10.82846 -0.44758 -2.25681
H 4.47120 5.17054 4.74928
H 6.86086 3.67380 1.25945
C 1.18815 -3.20387 6.36956
C 2.85121 -2.15704 -2.52725
N 3.09832 2.52404 2.32233
C 0.90193 -1.36870 4.46966
N -0.15873 -3.91058 1.21394
C -9.92222 0.12301 -2.09757
C -2.19985 2.43041 -0.50751
H -8.72141 -1.61761 -1.67546
C -4.20312 1.18542 -0.88428
H 0.39620 3.77476 -4.21584
S 0.91962 -4.32512 7.59335
S 2.31668 3.04582 -2.54938
H 3.06655 -3.50247 -4.19365
S 3.42650 -1.40500 3.17997
N -1.48918 -3.03054 -0.30519
C 3.53384 -2.92602 -0.47491
N 3.01156 -1.95557 -1.21396
H -2.41233 -3.51837 2.79246
H 6.71334 1.17831 -2.21954
C 2.22415 -1.11882 -3.34679
H 1.36998 -4.67426 -0.09221
H 2.27998 4.03633 5.19804
N 1.29548 0.82340 -3.80620
C -7.62083 0.24337 -1.58048
N -1.48090 1.33044 -0.30324
C 6.33183 2.99184 0.61015
H -8.85663 3.36867 -2.12577
H 4.36548 0.60919 -1.59565
H -1.66276 3.37014 -0.44182
C 3.22190 -3.36527 -3.13089
N 4.36771 1.74772 0.10151
N -6.31974 -0.05633 -1.25846
H 7.97888 2.76371 -0.74416
S 2.62937 -3.09316 5.45642
H 0.24238 -4.06784 2.12474
*
```

HOMO energy ... -1.0 eV
Energy relative to the best compared isomer or geometry (same formula, charge and spin) ... 1.600 eV
E_tot ... -4401.60749 Ha

[5]
ORCA calculation (ωB97M-V/def2-TZVPD) on 10 unconnected molecules or ions with the total composition C30H60F8N14O18S8 in a non-equilibrium geometry.

Structure (ORCA input):
```
! RIJCOSX wB97M-V def2-TZVPD def2/J DEFGRID3
* xyz 2 1
O 16.19552 -13.78632 2.34477
H 11.34630 -26.70354 -6.65403
N 15.00377 -10.12720 -16.05153
H 13.49107 -13.32913 -14.49791
C 14.87220 -14.36239 -15.46483
H 15.42950 -18.42465 -8.15057
H 11.69183 -21.08406 3.35261
H 6.51727 -24.00627 -7.90036
S 14.17531 -27.29552 -11.16283
O 20.34937 -20.25177 -10.31984
H 10.01332 -16.58392 -2.36980
H 13.17755 -10.89800 -15.59359
H 17.15429 -9.82260 -15.93438
F 16.67420 -14.46983 0.16046
F 10.50748 -27.29199 -11.83401
H 16.27140 -19.33796 -5.66275
H 5.51091 -19.20708 -13.99189
O 7.09631 -19.57804 -11.77698
H 4.84396 -17.82743 -12.21838
H 8.89569 -20.48997 0.78972
C 8.86300 -18.48797 -0.36714
C 21.95274 -17.76829 -2.71697
N 12.79633 -27.92163 -10.97740
H 9.11049 -18.90304 -13.64919
H 13.83087 -8.27470 -16.10560
H 14.31749 -8.89035 -17.65084
F 16.73176 -18.07612 3.49846
N 19.09547 -18.64373 -8.95717
C 23.05134 -20.00792 -2.88101
H 9.92311 -20.73928 2.97958
C 16.36019 -11.74743 -15.20507
H 22.60334 -23.94477 -2.38536
H 22.35749 -17.30105 -3.61472
H 15.55013 -8.22840 -16.68471
C 23.90244 -22.40037 -2.71689
N 15.05475 -12.05418 -15.11153
C 14.34537 -18.68898 -6.35919
C 21.54622 -19.84795 -1.30937
H 8.26541 -22.71992 -6.21660
N 7.85803 -24.86936 -6.71580
H 20.88321 -17.55826 -2.70653
C 10.96360 -20.43481 2.86656
O 21.55107 -17.34869 -8.83094
C 22.17548 -21.12690 -1.18142
S 16.52954 -16.47452 3.22266
O 12.39860 -11.36707 -9.95544
C 14.63311 -8.81291 -16.61041
H 12.74011 -19.64271 -8.64943
H 10.63419 -27.19596 -5.30849
C 10.95199 -18.02466 0.18824
C 14.24604 -11.04897 -15.54957
H 22.48634 -17.22031 -1.94038
O 14.50206 -25.89343 -10.73921
H 8.47101 -26.97227 -6.86910
H 23.78570 -24.40950 -3.46941
O 15.19624 -16.20095 3.66292
N 22.16738 -19.14535 -2.32713
C 8.46570 -19.77603 -13.75035
C 8.57271 -23.74770 -6.34163
H 10.59736 -15.62006 -1.01345
S 12.47801 -12.22241 -8.83193
H 14.89000 -13.43656 -13.50465
O 12.47523 -11.63097 -7.48784
H 8.88362 -20.59477 -13.16460
H 10.66146 -23.55573 -5.38844
F 19.65576 -16.26502 -9.11031
O 11.81587 -25.43290 -11.12708
C 8.70082 -25.96621 -6.55058
H 11.96255 -17.64573 0.22791
H 8.93492 -15.77465 -1.18467
H 24.51066 -22.62030 -1.83952
C 9.25100 -19.51727 0.48310
H 20.84718 -19.33270 -0.66728
C 9.84955 -16.35254 -1.31731
H 24.53439 -21.93514 -3.47339
S 10.54493 -13.60240 -9.00330
H 8.18421 -20.12916 -14.74240
C 10.99310 -26.25502 -5.72550
N 9.87390 -25.50079 -5.94467
H 16.20041 -17.65758 -5.92336
C 13.82610 -19.73609 -8.65232
H 14.68226 -15.35657 -15.06031
H 6.20631 -16.62844 -12.44522
S 20.37841 -17.61863 -9.57401
C 23.15495 -23.55092 -3.23900
O 14.97597 -27.83241 -12.28682
H 4.93663 -16.78921 -13.66199
N 9.90827 -17.56761 -0.52385
F 14.05973 -12.54790 -8.96386
N 12.01296 -13.90218 -8.88800
H 12.75278 -24.97408 -5.61131
H 22.52587 -23.32230 -4.09929
O 20.54315 -17.36123 -10.98181
O 18.53199 -14.42915 1.74496
C 12.18574 -25.63640 -4.95717
H 22.18184 -21.85643 -0.38509
F 18.79060 -20.81731 -8.53061
C 14.57937 -13.28353 -14.53818
S 17.14898 -14.73811 1.74367
H 7.93164 -18.31295 -0.88515
O 12.46641 -26.63865 -13.27396
O 10.05204 -13.00243 -10.26072
O 20.99923 -19.88730 -7.92823
H 14.18998 -20.66784 -8.21926
H 14.06327 -17.65024 -8.05382
N 14.46008 -18.56712 -7.90557
O 9.78116 -13.31781 -7.85038
H 17.17452 -12.32968 -14.79979
H 6.60925 -18.04427 -14.47774
H 6.52399 -25.71156 -8.08458
H 12.75329 -26.51506 -4.65071
H 15.38150 -18.24294 -4.48889
H 11.05724 -19.60341 3.56521
C 5.51830 -17.33068 -12.91595
N 23.04273 -21.24785 -2.32509
C 15.60883 -18.48308 -5.52752
O 17.62173 -16.00288 4.06351
N 16.78038 -16.44766 1.75375
H 23.58049 -19.84984 -3.80912
F 10.19398 -15.18559 -9.23960
C 16.31929 -10.47767 -15.73424
C 6.58815 -24.93054 -7.32695
C 7.22821 -19.32894 -12.97674
C 11.49062 -20.13159 1.42339
S 19.98937 -19.81812 -8.97026
F 14.83355 -28.08288 -9.93523
H 12.51507 -19.76439 1.36206
S 12.00407 -26.70098 -11.86551
H 11.92119 -25.17545 -4.00552
O 13.31457 -18.91942 -5.84043
H 15.93623 -14.42051 -15.69409
H 5.76363 -25.06771 -6.62735
N 6.17166 -18.50440 -13.69231
H 11.30246 -21.05550 0.87650
C 9.85358 -24.09444 -5.86124
H 14.27231 -14.12913 -16.34451
N 10.59740 -19.23514 0.72910
H 14.01313 -19.74933 -9.72607
*
```

HOMO energy ... -10.6 eV
E_tot ... -7283.30445 Ha

[6]
ORCA calculation (ωB97M-V/def2-TZVPD) on a molecular structure, C2H2AlO2 in a non-equilibrium geometry.

Structure (ORCA input):
```
! RIJCOSX wB97M-V def2-TZVPD def2/J DEFGRID3
* xyz 2 2
H -1.49312 -1.25528 -0.91558
H -1.53506 -0.67233 0.93864
C -0.82920 -0.89019 -0.11222
O -0.02162 1.32333 0.20087
O 0.45418 -1.26711 -0.11966
C -0.99018 0.58654 0.07903
Al 1.43207 0.13388 -0.14511
*
```

HOMO energy (alpha / beta) ... -21.7 / -22.6 eV
Energy relative to the best compared isomer or geometry (same formula, charge and spin) ... 1.817 eV
E_tot ... -469.39509 Ha